Entry 1:
The following is a quantum chemistry calculation of a 5-piece molecular cluster, C31H52Br8F2N3O7 overall in a non-equilibrium geometry, from the OMol25 dataset.

Results
Net charge = +1
Orbital gap = 7.613 eV
Molar mass = 1255.999 g mol⁻¹
Spin multiplicity = 1

Structure (XYZ):
```
103
Properties=species:S:1:pos:R:3:lowdin_charge:R:1
H -3.17 -1.78 6.50 0.045
C 4.38 0.66 -3.16 -0.115
H -0.02 2.21 -5.48 0.132
Br 6.66 -3.61 0.69 0.659
C -3.97 -1.28 7.04 -0.692
H -6.21 5.81 -1.09 0.056
H 0.87 1.74 4.53 0.135
H -4.77 -1.99 7.25 0.060
H -2.15 4.12 -1.87 0.024
H 4.28 0.70 -0.89 0.135
H -7.31 -2.74 -2.72 0.065
O 5.05 1.77 -3.60 -0.068
H -0.56 -0.97 6.21 0.017
C -6.03 -1.87 -4.22 -0.651
H -1.07 -0.38 4.49 0.100
H 4.10 -0.34 1.03 0.114
H -2.53 -2.14 -0.58 0.102
H 0.70 -1.33 -4.61 0.155
H -1.40 2.44 -1.50 0.114
H 0.40 0.52 3.12 0.116
C -3.51 -0.61 8.32 -0.675
Br -4.25 -1.07 -4.34 0.695
H -5.91 -1.88 -2.04 0.054
H 2.29 5.90 1.84 0.099
C 0.15 4.19 -1.80 -0.204
C 3.56 -1.39 0.97 -0.143
Br 5.44 -4.08 -2.76 0.585
H -2.44 -3.27 -2.96 0.106
H -4.53 6.36 -1.30 0.063
C 3.47 0.75 -1.76 -0.073
H -1.48 -1.87 -3.78 0.085
C -1.29 3.11 -3.78 -0.194
C -2.24 -1.49 -1.55 -0.110
H -0.11 -2.08 4.65 0.107
C 0.94 -0.39 -3.91 -0.099
Br -4.76 0.02 5.82 0.595
H -3.29 -1.36 9.08 0.061
C -0.31 0.66 -3.77 -0.180
H -5.10 6.91 1.01 0.061
C 6.33 -5.26 -0.30 -0.669
C -0.23 -0.97 5.06 -0.129
C 2.42 -0.50 -1.63 -0.015
N 1.26 -3.50 0.32 0.068
O 1.10 -0.34 5.02 -0.271
N 1.41 -2.49 -0.62 -0.006
H 6.78 -6.09 -2.24 0.065
O -0.01 5.30 -0.85 -0.091
H -6.72 -1.04 -4.38 0.066
H -1.54 -0.64 -1.16 0.069
H 3.27 1.79 3.64 0.116
C 1.17 0.72 4.01 -0.211
H 4.69 -0.32 3.13 0.119
H -1.44 4.06 -4.46 0.126
H 6.94 -6.02 0.20 0.066
C 1.39 -4.87 -0.31 -0.121
C 6.75 -5.11 -1.75 -0.677
H -2.24 2.41 -3.96 0.116
C 0.68 -2.23 -1.94 -0.002
C 1.30 5.37 -0.15 -0.298
C 2.68 0.83 3.31 -0.164
Br -1.84 0.36 8.05 0.654
H 3.65 -0.94 4.58 0.123
C 0.00 -3.35 1.14 -0.135
F 2.78 -5.29 -0.71 -0.004
C -6.25 -2.50 -2.87 -0.675
H -4.23 0.11 8.72 0.056
C 2.88 -1.66 2.44 -0.183
Br -4.62 3.89 -1.32 0.660
C 0.01 2.19 -4.29 -0.189
H -0.73 0.71 -2.67 0.095
H -6.12 -2.58 -5.05 0.060
H 0.92 4.50 1.97 0.089
H 1.72 -1.52 2.43 0.097
H 4.44 -2.18 0.81 0.040
Br -5.33 -4.21 -2.71 0.637
C -5.01 5.85 0.74 -0.697
O -0.57 -4.30 1.91 0.076
Br -6.42 4.95 1.73 0.607
H 2.99 1.81 -1.69 0.126
H 4.45 -0.33 -3.81 0.141
H -4.05 5.47 1.11 0.052
N 1.32 -1.00 -2.55 0.023
H -1.20 0.23 -4.44 0.112
H 5.28 -5.50 -0.18 0.035
O -0.38 -3.14 -2.39 -0.057
H 1.91 0.12 -4.38 0.144
C -5.18 5.67 -0.75 -0.670
C -1.62 -2.43 -2.74 -0.240
C -1.25 3.42 -2.17 -0.199
F -0.69 -2.00 1.19 -0.008
H 0.37 6.34 1.70 0.103
C 3.57 -0.55 3.48 -0.182
H -3.29 -1.08 -1.95 0.026
H 0.55 4.64 -2.83 0.146
C 1.22 5.54 1.51 -0.009
H 7.72 -4.62 -1.88 0.058
H 3.21 -2.75 2.78 0.128
H 1.04 2.62 -3.93 0.110
C 2.52 -1.48 -0.29 0.056
O 2.50 5.34 -0.74 -0.027
H 0.94 3.38 -1.48 0.120
H 2.48 0.94 2.14 0.105
O 0.40 -5.72 -0.60 0.104
```



Entry 2:
The following is a quantum chemistry calculation of C4H8O in the gas phase, from the OMol25 dataset.

Results
Energy relative to the best compared isomer or geometry (same formula, charge and spin) = 8.6 kcal/mol
Net charge = 0
Orbital gap = 10.776 eV
Molar mass = 72.107 g mol⁻¹
Spin multiplicity = 1
Structure (SMILES) = CC(C)C=O

Structure (XYZ):
```
13
Properties=species:S:1:pos:R:3:nbo_charge:R:1
H -0.22 -1.92 -0.99 0.210
C 0.04 0.15 -0.39 -0.333
H -2.02 0.95 -0.34 0.217
H -1.75 -0.45 0.72 0.221
H 1.02 2.10 0.08 0.104
H 1.46 -1.45 -0.71 0.221
C 1.11 1.00 0.27 0.452
O 1.99 0.58 0.98 -0.524
H -0.03 0.49 -1.43 0.214
H -1.15 1.14 1.18 0.213
C 0.44 -1.33 -0.36 -0.605
C -1.30 0.47 0.33 -0.605
H 0.39 -1.73 0.66 0.216
```



Entry 3:
The following is a quantum chemistry calculation of C27H54InOP2Si as an isolated structure in a non-equilibrium geometry, from the OMol25 dataset.

Results
Net charge = +1
Orbital gap (alpha / beta) = 5.153 / 5.284 eV
Molar mass = 599.580 g mol⁻¹
Spin multiplicity = 1

Structure (XYZ):
```
86
Properties=species:S:1:pos:R:3:lowdin_charge:R:1
H -0.64 4.52 -0.88 0.024
C 0.70 -0.28 -4.34 -0.016
H -3.02 -2.25 -1.49 0.056
H -0.84 -0.82 4.53 0.040
C -0.01 4.47 0.00 -0.174
C 2.59 -0.70 -2.66 -0.219
O -0.28 1.58 0.57 -0.495
H 1.32 3.19 -3.68 0.099
P 1.20 -0.79 3.22 0.790
C 2.65 1.34 -1.61 -0.181
C -2.41 -3.76 0.02 -0.167
H 1.95 1.41 2.53 0.007
In -0.83 -0.55 -0.12 0.926
C -1.98 -3.35 1.44 -0.165
P -3.54 0.05 -0.74 0.794
H 1.76 -3.93 -0.30 0.118
H -1.82 -4.27 2.03 0.139
H 1.48 3.65 2.63 0.031
H 3.27 0.21 2.49 0.027
H -0.45 -4.76 -1.77 0.132
C 2.40 0.56 3.06 -0.267
H -0.14 2.27 -3.38 0.073
H -0.08 -0.98 -4.00 0.062
H -3.80 2.44 -0.66 0.054
H 0.38 -4.84 0.30 0.133
C 3.08 2.45 -0.74 -0.022
H 5.17 0.17 -0.78 0.100
H 4.54 -1.48 -0.92 0.075
C 2.97 -2.06 -3.09 -0.050
C 1.94 -2.03 4.31 -0.275
C -2.14 -2.73 -1.05 -0.216
H -0.81 -2.01 -2.58 0.071
H -4.69 -1.14 1.00 0.061
C -2.26 3.54 1.67 -0.189
C -4.79 -1.11 -0.09 -0.247
H -2.93 3.69 0.81 0.005
H 4.12 2.33 -0.43 0.082
Si -0.50 3.07 1.16 0.228
C 1.59 0.12 -3.25 -0.186
C 0.41 -2.71 0.80 -0.148
C 0.82 2.56 -2.94 -0.037
H 1.32 -2.94 4.27 0.041
C -0.94 -2.67 -1.72 -0.172
H -5.78 -0.71 -0.36 0.062
H 1.26 -0.79 -5.14 0.096
H -5.31 1.57 -0.23 0.066
H -2.80 -2.83 1.95 0.111
H 2.47 2.51 0.17 0.068
H 0.26 2.78 3.59 0.007
H -2.21 4.49 2.22 0.040
H 1.34 -2.24 1.16 0.063
H 2.94 -2.27 3.94 0.045
H -3.98 1.69 0.95 0.036
H 0.40 0.29 5.21 0.051
H -2.73 2.80 2.34 0.023
H 2.46 -2.84 -2.51 0.047
H 4.05 -2.23 -2.96 0.086
H -2.90 -0.30 -3.06 0.035
C 3.20 0.03 -1.61 -0.183
H -3.49 -3.96 0.05 0.116
C -0.77 -2.45 1.48 -0.249
C 4.25 -0.44 -0.70 -0.021
C -4.22 1.60 -0.11 -0.259
C 0.66 -3.87 -0.14 -0.132
H -3.73 1.24 -2.81 0.058
H -0.72 -1.87 2.42 0.039
C 0.04 -3.79 -1.56 -0.155
H 2.72 0.88 4.06 0.053
H 0.60 3.18 -2.07 0.041
H 1.96 -1.63 5.33 0.045
H -0.01 4.45 3.11 0.036
H 3.00 3.42 -1.25 0.089
C 0.40 3.49 2.77 -0.185
H -0.12 5.45 0.51 0.046
H -4.70 -2.13 -0.46 0.033
H -1.93 -4.72 -0.22 0.117
C -3.74 0.18 -2.54 -0.225
H 3.95 -0.42 0.35 0.074
H -4.67 -0.29 -2.87 0.064
H 2.73 -2.23 -4.14 0.082
H 0.84 -3.68 -2.31 0.093
C 1.64 1.38 -2.60 -0.210
H -0.59 0.78 3.78 0.030
H 0.19 0.59 -4.77 0.084
C -0.09 -0.06 4.29 -0.270
H 1.04 4.43 -0.33 0.012
```



Entry 4:
The following is a quantum chemistry calculation of a 14-piece molecular cluster, C40H114N6O22 overall in a non-equilibrium geometry, from the OMol25 dataset.

Results
Energy relative to the best compared isomer or geometry (same formula, charge and spin) = 46.1 kcal/mol
Net charge = 0
Orbital gap = 8.925 eV
Molar mass = 1031.372 g mol⁻¹
Spin multiplicity = 1

Structure (XYZ):
```
182
Properties=species:S:1:pos:R:3:lowdin_charge:R:1
H 0.76 -29.35 9.86 0.108
H -3.77 -34.12 11.10 0.077
C 2.09 -32.01 8.97 -0.176
H -0.43 -30.03 5.64 0.036
N -1.50 -25.74 11.63 0.059
H 0.57 -33.32 13.12 0.024
H 3.08 -29.44 8.97 0.065
H 4.40 -25.05 12.13 0.036
H -0.37 -34.76 16.20 0.074
H 4.28 -27.99 15.40 0.087
H 3.50 -30.54 12.89 0.123
O 5.26 -26.86 12.47 -0.069
O 0.80 -24.20 11.93 -0.083
H 3.21 -25.23 14.04 0.101
H 4.97 -27.38 13.22 0.039
H -4.66 -32.09 13.21 0.132
O -2.08 -31.30 15.25 -0.166
H -0.54 -27.15 13.65 0.043
H -2.68 -23.96 13.10 0.137
H -3.60 -30.81 12.68 0.106
H 3.42 -33.35 13.59 0.074
H -3.39 -31.81 5.36 0.116
H 4.58 -29.91 9.54 0.073
C 5.00 -27.54 11.30 -0.271
C 4.27 -32.77 13.96 -0.056
H -6.54 -29.07 13.65 0.089
H -1.64 -33.64 16.59 0.071
N 1.11 -32.51 11.06 0.055
H -6.66 -30.99 9.26 0.106
H -6.27 -25.88 12.52 0.086
H -6.45 -24.47 7.00 0.087
C -3.21 -24.91 13.23 -0.179
H -0.73 -24.72 9.36 0.104
C 2.88 -29.30 14.60 -0.381
H -2.93 -33.41 12.42 0.065
H 5.50 -24.79 7.14 0.075
C 1.36 -33.15 9.79 -0.369
H -3.12 -29.61 15.81 0.090
H -5.92 -27.84 7.51 0.028
O 1.41 -29.90 6.26 -0.071
H 1.47 -28.28 7.61 0.099
C 2.82 -24.56 13.27 -0.238
H -4.35 -30.54 9.87 0.051
H -0.94 -25.45 14.30 0.096
H -5.41 -29.79 7.29 0.089
H -1.92 -30.00 7.48 0.090
H 5.75 -26.61 4.30 0.119
O 3.79 -31.58 14.64 -0.186
C -2.28 -26.09 12.82 -0.389
C -5.64 -25.14 8.95 -0.436
H 0.19 -23.22 9.18 0.127
H 1.01 -24.08 6.94 0.123
H -3.13 -27.87 6.32 0.083
C -5.46 -25.70 13.22 -0.094
C -0.36 -23.99 8.64 -0.279
H -6.00 -29.47 10.65 0.061
O 5.95 -25.52 6.71 -0.071
H 4.90 -29.32 14.86 0.081
C 0.08 -33.77 9.11 -0.038
C 3.07 -30.70 13.88 -0.225
H -1.11 -26.57 11.21 0.038
H -0.03 -25.50 7.17 0.108
C -4.51 -31.35 12.43 -0.164
O -5.73 -29.31 9.74 -0.085
H -3.39 -31.76 9.27 0.066
H -5.21 -26.71 13.54 0.066
H 1.43 -33.09 14.51 0.045
O 1.54 -25.45 8.39 -0.075
H 6.55 -26.43 10.21 0.137
H -0.76 -22.79 7.18 0.098
C -0.98 -29.22 11.09 -0.198
C 1.87 -28.65 6.67 -0.197
H 0.32 -27.58 5.45 0.119
H -0.66 -28.91 12.09 0.104
H -7.19 -25.92 7.69 0.063
C -6.73 -24.96 7.93 -0.056
H -0.76 -31.54 13.54 0.105
H -7.55 -24.40 8.38 0.079
O 6.60 -28.07 5.57 -0.062
C -2.30 -29.91 15.16 -0.138
C -0.18 -28.79 9.85 -0.256
C -3.34 -31.22 6.28 -0.174
C 4.97 -26.49 6.34 -0.231
H -5.18 -23.16 9.17 0.076
H 4.79 -28.01 4.74 0.104
H 4.91 -32.51 13.12 0.085
C -3.17 -26.92 6.86 -0.096
H 2.07 -33.97 9.92 0.126
C 3.72 -30.33 9.01 -0.092
O -1.38 -30.10 5.54 -0.075
H 2.60 -32.42 8.09 0.118
H 5.27 -24.91 9.58 0.092
H -5.11 -32.52 10.73 0.130
C 0.57 -24.75 7.67 -0.242
H -7.74 -29.59 9.39 0.129
C 1.40 -27.63 5.56 -0.231
H 3.95 -27.83 11.20 0.112
H -3.33 -24.96 14.31 0.118
H 1.75 -26.64 5.87 0.088
H 5.38 -27.33 9.26 0.092
C -6.47 -29.71 7.52 -0.189
H -2.80 -27.01 12.56 0.124
H -1.36 -33.67 14.09 0.124
O -1.21 -23.31 7.86 -0.045
H -2.32 -26.95 7.54 0.077
C 5.50 -26.69 10.14 -0.235
H -5.88 -25.97 9.62 0.135
O 3.89 -24.30 12.44 -0.087
H -0.77 -33.09 9.05 0.044
H -2.32 -33.26 10.75 0.057
H 4.03 -25.97 6.13 0.106
H -2.56 -29.59 14.15 0.053
H -3.93 -30.34 6.00 0.093
N -5.55 -23.92 9.72 0.054
H -0.01 -24.66 11.73 0.000
H 0.01 -33.17 16.82 0.078
C 5.51 -27.29 5.12 -0.216
H 2.55 -23.63 13.77 0.124
O 2.05 -27.94 4.35 -0.053
H 0.26 -31.98 10.92 0.035
C -4.29 -25.54 8.32 -0.164
H 4.08 -30.58 8.02 0.093
H 1.84 -30.27 5.48 0.113
N 0.65 -33.59 14.09 0.055
H -4.75 -29.07 13.80 0.057
H 7.27 -27.52 5.98 0.080
H 2.96 -28.69 6.70 0.106
C -4.20 -32.05 11.11 -0.396
H -1.85 -26.93 14.71 0.071
H 1.22 -25.90 12.98 0.061
H 2.66 -29.50 15.65 0.136
N -3.64 -31.22 10.09 0.069
H -0.68 -29.04 8.92 0.109
C -3.21 -33.22 11.38 -0.020
H 1.87 -31.85 11.13 0.051
C -0.65 -33.70 16.14 -0.063
H -1.95 -28.75 10.92 0.115
H 0.49 -27.14 9.18 0.057
O 3.19 -31.46 9.74 -0.198
H 0.88 -28.85 14.01 0.060
H 2.09 -25.79 11.53 0.108
H 0.09 -31.21 15.09 0.116
O -1.12 -30.63 11.08 -0.113
C -6.75 -29.92 9.05 -0.243
H 1.37 -31.28 8.62 0.102
C -5.64 -29.69 13.66 -0.066
C -1.29 -26.42 13.93 -0.053
C 1.73 -25.17 12.36 -0.238
N 4.20 -28.63 14.62 0.043
C -0.60 -33.18 14.71 -0.446
C -1.89 -30.74 6.68 -0.223
H 1.77 -27.47 14.54 0.080
H -2.27 -25.53 11.01 0.068
H -5.93 -25.12 14.02 0.092
O -5.60 -30.39 12.38 -0.196
H 2.21 -28.12 12.99 0.081
H -2.02 -30.83 10.80 0.007
H -3.52 -25.70 9.08 0.109
H 5.63 -28.43 11.34 0.119
O -4.48 -24.88 12.62 -0.185
O 0.00 -27.45 9.94 -0.064
O -4.41 -26.71 7.48 -0.195
H -4.79 -24.06 10.37 0.043
H 0.16 -34.12 8.08 0.071
H -1.22 -31.54 7.02 0.112
H -3.97 -24.70 7.70 0.121
C 1.87 -28.40 13.98 -0.065
O -6.68 -28.33 7.19 -0.081
H -5.70 -30.37 14.51 0.091
H -0.21 -34.65 9.68 0.073
O 4.67 -25.59 9.89 -0.052
H 1.67 -27.31 3.74 0.095
H 4.89 -33.39 14.61 0.088
O -3.96 -32.09 7.27 -0.099
H -2.99 -26.09 6.17 0.095
H -1.46 -29.28 15.44 0.074
H -7.09 -30.44 7.01 0.118
H 4.75 -27.05 7.24 0.090
H 2.10 -31.17 13.74 0.094
C -0.78 -31.66 14.62 -0.153
H 2.19 -24.89 8.83 0.094
H -4.87 -32.28 7.01 0.082
```



Entry 5:
The following is a quantum chemistry calculation of C8H12 in the gas phase in a non-equilibrium geometry, from the OMol25 dataset.

Results
Energy relative to the best compared isomer or geometry (same formula, charge and spin) = 32.9 kcal/mol
Net charge = 0
Orbital gap = 8.744 eV
Molar mass = 108.184 g mol⁻¹
Spin multiplicity = 1
Structure (SMILES) = C=C/C=C(\C)C(=C)C

Structure (XYZ):
```
20
Properties=species:S:1:pos:R:3:nbo_charge:R:1
H -2.08 -1.11 1.58 0.207
H 1.04 -1.13 -2.13 0.202
C 1.62 -0.27 -1.83 -0.390
H 1.66 2.20 0.41 0.221
H -4.14 -0.09 0.75 0.203
C 0.28 -0.15 0.20 -0.007
H -3.30 0.01 -0.90 0.181
H 0.17 -0.85 2.26 0.220
H 2.12 0.33 -2.58 0.193
C 1.45 0.26 -0.61 -0.023
H 1.50 -0.02 1.87 0.217
C -0.92 -0.55 -0.26 -0.212
C 2.21 1.45 -0.16 -0.647
C 0.43 0.04 1.71 -0.667
H -1.11 -0.42 -1.35 0.207
H -0.14 0.89 2.12 0.225
C -3.27 -0.32 0.13 -0.347
C -2.10 -0.86 0.53 -0.226
H 3.07 1.17 0.49 0.222
H 2.70 1.88 -1.04 0.221
```



Entry 6:
The following is a quantum chemistry calculation of C41H37F5NiP2S as an isolated structure in a non-equilibrium geometry, from the OMol25 dataset.

Results
Energy relative to the best compared isomer or geometry (same formula, charge and spin) = 0.0 kcal/mol
⟨S²⟩ = 2.011
Net charge = 0
Orbital gap (alpha / beta) = 7.467 / 6.872 eV
Molar mass = 777.445 g mol⁻¹
Spin multiplicity = 3

Structure (XYZ):
```
87
Properties=species:S:1:pos:R:3:lowdin_spin:R:1
F 0.67 -0.87 3.01 0.007
H 8.14 2.98 -4.41 0.000
C 2.25 9.00 -7.87 0.000
H 4.04 5.85 -7.68 0.000
H -1.79 2.00 0.12 0.010
C 4.82 3.50 -3.87 0.000
H 1.92 5.50 -7.68 0.000
H 0.68 -2.52 0.70 0.001
F -0.65 -4.92 5.19 0.001
H 6.07 4.86 -7.09 0.000
C 5.61 5.52 -6.35 0.000
C 3.41 8.62 -7.18 0.000
C 6.75 1.51 -3.66 0.000
C 1.32 -1.50 -1.05 0.033
H 12.08 5.26 -6.13 0.000
C 1.72 6.70 -5.89 0.000
C 8.73 4.80 -6.46 0.000
H 5.16 0.25 -2.96 0.000
H 8.90 6.40 -3.47 0.000
Ni 0.00 0.00 0.00 1.367
C 4.61 9.28 -7.47 0.000
C 11.02 5.29 -5.89 0.000
C 0.57 0.02 -2.98 0.009
H 10.41 4.31 -7.71 0.000
H 0.73 -2.15 -3.01 0.000
C 7.11 2.78 -4.13 0.000
H 5.61 10.78 -8.65 0.000
C -2.07 -3.97 3.53 0.000
C -0.92 -2.78 -0.79 0.003
H 11.33 6.29 -4.00 0.000
S -1.84 -0.64 1.21 0.143
H 8.00 4.38 -7.15 0.000
C 5.43 1.23 -3.32 0.000
C -0.06 5.35 -6.84 0.000
F -3.48 -2.99 1.89 0.005
H 1.21 7.76 -4.09 0.000
C 0.85 7.10 -4.87 0.000
P 3.43 7.34 -5.85 0.000
F 1.17 -2.87 4.84 0.000
C -0.89 -3.94 4.28 0.002
H 5.52 9.02 -6.92 0.000
P 6.53 5.51 -4.79 0.000
H 0.26 -0.03 -4.03 0.001
C 10.60 5.87 -4.69 0.000
C -1.40 -1.92 2.41 0.021
H 3.54 11.43 -9.88 0.000
H -1.10 1.71 1.74 0.009
C -0.59 0.43 -2.10 0.036
C 1.25 -1.31 -2.56 0.006
H -1.94 5.39 -5.79 0.000
C -1.56 -0.42 -1.57 0.064
H 2.29 -1.33 -0.60 0.007
C 4.46 2.24 -3.42 0.000
C 0.03 -2.90 4.10 -0.001
H 4.06 4.28 -3.93 0.000
C 8.29 5.39 -5.27 0.000
H -0.16 2.58 0.52 0.036
H -1.26 -2.13 -2.85 0.002
H -2.45 0.04 -1.16 0.001
C -1.65 -1.91 -1.85 0.007
C 2.30 10.01 -8.83 0.000
C 10.08 4.76 -6.77 0.000
C -0.47 6.64 -4.84 0.000
C 3.51 10.65 -9.13 0.000
H 7.51 0.74 -3.58 0.000
C -2.32 -2.96 2.60 0.008
H -1.58 -2.91 0.07 0.001
F -2.97 -4.97 3.70 0.000
C 1.25 5.82 -6.88 0.000
C 9.24 5.93 -4.39 0.000
H 3.43 2.03 -3.15 0.000
H -1.13 6.96 -4.04 0.000
C 6.14 3.79 -4.25 0.000
C 0.37 -2.18 -0.29 -0.005
C -0.22 -1.88 3.17 0.004
H -0.41 4.66 -7.60 0.000
C -0.92 5.76 -5.82 0.000
H 1.32 0.83 -2.92 0.001
H -2.70 -2.20 -1.86 0.001
C 4.66 10.28 -8.44 0.000
H -0.74 -3.79 -1.20 0.000
H -0.81 1.49 -2.10 0.004
H 1.39 10.29 -9.36 0.000
C -0.87 1.76 0.67 0.217
H 2.26 -1.32 -2.96 0.001
H 1.31 8.50 -7.66 0.000
C 4.43 6.09 -6.69 0.000
```